Density functional theory data (the ωB97M-V functional and the def2-TZVPD basis) for a molecular structure, C29H48AlCl2N3O4Si.

Element x y z (Å)
C (-1.02, -0.56, -3.22)
C (-0.64, -1.89, -2.69)
H (-0.71, -0.44, -4.25)
H (-0.58, 0.25, -2.61)
H (-2.12, -0.44, -3.15)
C (-0.14, -2.90, -3.41)
C (-0.01, -2.92, -4.89)
H (0.18, -3.82, -2.90)
H (-0.24, -1.97, -5.38)
H (-0.67, -3.68, -5.32)
H (1.02, -3.21, -5.18)
Al (0.43, 0.09, 0.68)
Cl (0.16, 1.83, -0.72)
C (0.00, -2.38, 2.27)
O (0.73, -1.38, 2.00)
N (0.36, -3.39, 3.06)
C (1.71, -3.51, 3.60)
C (-0.60, -4.42, 3.46)
H (-1.02, -2.46, 1.85)
H (2.28, -2.63, 3.34)
H (2.18, -4.42, 3.20)
H (1.63, -3.62, 4.69)
H (-1.58, -4.20, 3.03)
H (-0.68, -4.45, 4.56)
H (-0.27, -5.41, 3.11)
H (1.22, 2.79, 5.31)
H (-0.80, 4.21, 4.70)
C (1.58, 2.88, 4.28)
C (-0.40, 4.27, 3.68)
N (0.44, 3.12, 3.40)
H (2.10, 1.98, 3.96)
C (0.17, 2.30, 2.40)
O (0.82, 1.23, 2.18)
H (-1.23, 4.28, 2.97)
H (-0.67, 2.60, 1.74)
H (2.25, 3.76, 4.22)
H (0.17, 5.20, 3.58)
H (1.84, -0.26, -3.04)
H (2.81, -2.72, -2.68)
C (2.67, 0.10, -2.41)
C (3.61, -2.17, -2.16)
N (3.10, -0.97, -1.53)
H (2.34, 0.96, -1.83)
C (2.95, -0.91, -0.20)
O (2.33, -0.01, 0.40)
H (4.04, -2.83, -1.39)
H (3.42, -1.75, 0.34)
H (3.50, 0.36, -3.07)
H (4.38, -1.92, -2.90)
O (0.16, -1.14, -0.64)
C (-0.79, -1.99, -1.17)
C (0.52, -4.03, -0.33)
C (-0.71, -3.42, -0.61)
H (1.44, -3.46, -0.50)
C (0.56, -5.35, 0.14)
H (-1.80, -1.62, -0.95)
C (-1.90, -4.14, -0.43)
H (1.52, -5.81, 0.36)
C (-0.63, -6.07, 0.30)
C (-1.86, -5.47, 0.01)
H (-2.84, -3.64, -0.67)
H (-0.60, -7.11, 0.63)
H (-2.79, -6.04, 0.12)
Si (0.04, 6.47, -2.60)
Cl (-0.24, 5.47, -4.41)
C (1.88, 6.42, -2.27)
C (-1.03, 5.49, -1.44)
C (-0.51, 8.27, -2.70)
H (2.23, 5.38, -2.34)
H (2.12, 6.81, -1.27)
H (2.42, 7.01, -3.02)
H (0.08, 8.85, -3.42)
H (-0.41, 8.79, -1.73)
H (-1.57, 8.37, -3.00)
H (-0.73, 4.42, -1.44)
H (-2.08, 5.56, -1.77)
H (-0.96, 5.88, -0.41)
C (-4.29, 0.14, 1.96)
C (-3.32, -0.07, 2.95)
C (-1.96, -0.08, 2.61)
C (-1.57, 0.11, 1.29)
C (-2.52, 0.35, 0.31)
C (-3.89, 0.35, 0.64)
H (-5.35, 0.13, 2.21)
H (-3.62, -0.24, 3.98)
H (-1.23, -0.24, 3.41)
H (-2.22, 0.56, -0.72)
H (-4.62, 0.50, -0.16)

Its energy above the lowest of the compared OMol25 structures with the same formula, charge and spin is 0.0 kcal per mole. The calculation puts the strongest force on any atom at 2.27 eV/A. The HOMO energy comes out at -7.23 eV.

Löwdin charges in e: -0.05, -0.23, 0.06, 0.03, 0.10, -0.12, -0.10, 0.10, 0.06, 0.08, 0.07, -0.46, 0.41, -0.21, 0.03, -0.15, -0.02, -0.03, 0.15, 0.09, 0.09, 0.09, 0.10, 0.09, 0.08, 0.10, 0.09, -0.01, -0.03, -0.16, 0.09, -0.23, -0.02, 0.10, 0.13, 0.10, 0.09, 0.10, 0.09, -0.01, -0.04, -0.14, 0.04, -0.20, 0.02, 0.09, 0.16, 0.10, 0.09, -0.15, -0.35, -0.05, -0.18, 0.11, -0.09, 0.12, -0.02, 0.10, -0.12, -0.09, 0.12, 0.10, 0.10, 0.10, 0.28, -0.23, -0.23, -0.22, 0.03, 0.03, 0.03, 0.03, 0.03, 0.03, -0.02, 0.04, 0.03, -0.12, -0.11, -0.14, -0.20, -0.13, -0.09, 0.09, 0.09, 0.10, 0.06, 0.10



Density functional theory data (the ωB97M-V functional and the def2-TZVPD basis) for a molecular structure, C29H48BN6ReS2Si2Te.

Element x y z (Å)
Re (14.07, 13.74, 8.81)
C (14.44, 11.23, 11.60)
C (13.46, 12.37, 11.66)
C (12.78, 12.76, 12.77)
C (12.09, 13.92, 12.46)
C (11.22, 14.79, 13.42)
N (12.46, 14.26, 11.22)
N (13.35, 13.36, 10.72)
B (12.16, 15.65, 10.64)
N (11.49, 15.39, 9.29)
N (12.08, 14.48, 8.42)
C (11.27, 14.41, 7.35)
C (11.54, 13.42, 6.23)
C (10.18, 15.28, 7.50)
C (10.32, 15.81, 8.80)
C (9.50, 16.83, 9.53)
N (13.54, 16.32, 10.29)
N (14.42, 15.67, 9.39)
C (15.49, 16.40, 9.23)
C (16.60, 16.06, 8.32)
C (15.29, 17.62, 9.90)
C (14.13, 17.48, 10.62)
C (13.54, 18.46, 11.57)
H (15.41, 11.46, 12.02)
H (14.51, 10.90, 10.60)
H (14.02, 10.40, 12.17)
H (12.79, 12.30, 13.76)
H (11.27, 14.31, 14.40)
H (10.16, 14.83, 13.14)
H (11.51, 15.83, 13.48)
H (11.54, 16.33, 11.29)
H (11.54, 12.34, 6.44)
H (12.50, 13.65, 5.80)
H (10.78, 13.63, 5.44)
H (9.42, 15.38, 6.73)
H (8.50, 16.31, 9.76)
H (9.36, 17.79, 9.01)
H (9.90, 16.96, 10.60)
H (16.58, 16.74, 7.51)
H (16.52, 15.05, 7.92)
H (17.63, 16.11, 8.79)
H (15.93, 18.46, 9.82)
H (14.34, 18.69, 12.26)
H (12.66, 18.14, 12.12)
H (13.31, 19.39, 11.01)
S (16.22, 13.11, 9.61)
C (16.71, 11.77, 8.58)
C (17.84, 11.09, 8.90)
C (18.15, 9.92, 8.27)
C (17.38, 9.41, 7.25)
C (16.21, 10.09, 6.93)
C (15.89, 11.32, 7.56)
S (14.34, 12.13, 7.22)
H (18.39, 11.58, 9.70)
H (19.17, 9.40, 8.41)
H (17.66, 8.58, 6.67)
H (15.45, 9.81, 6.21)
C (5.93, 11.36, 11.57)
Si (7.42, 11.94, 10.43)
C (8.04, 13.63, 11.13)
C (6.74, 12.15, 8.69)
C (8.82, 10.65, 10.39)
Te (10.54, 11.46, 9.49)
C (10.91, 9.92, 8.10)
Si (11.59, 8.21, 8.58)
C (10.48, 7.61, 10.02)
C (11.41, 7.17, 6.97)
C (13.41, 8.42, 9.02)
H (5.15, 12.08, 11.63)
H (6.28, 11.10, 12.58)
H (5.58, 10.38, 11.21)
H (7.37, 14.55, 11.09)
H (8.99, 13.91, 10.56)
H (8.34, 13.60, 12.17)
H (5.94, 12.88, 8.68)
H (6.30, 11.20, 8.32)
H (7.58, 12.49, 8.07)
H (8.52, 9.91, 9.68)
H (9.03, 10.22, 11.35)
H (11.64, 10.50, 7.46)
H (10.07, 9.72, 7.50)
H (9.34, 7.52, 9.75)
H (10.58, 8.34, 10.84)
H (10.88, 6.68, 10.44)
H (10.46, 6.66, 6.87)
H (12.27, 6.40, 6.89)
H (11.57, 7.89, 6.15)
H (13.62, 9.17, 9.80)
H (13.89, 8.65, 8.10)
H (13.83, 7.45, 9.38)

Its energy above the lowest of the compared OMol25 structures with the same formula, charge and spin is 34.3 kcal per mole. The spin multiplicity is 4. As for the total charge: +1. The calculation puts the strongest force on any atom at 3.41 eV/A. The HOMO energy (alpha / beta) comes out at -9.71 / -9.71 eV.

Löwdin charges in e: 1.20, -0.04, -0.32, 0.01, -0.20, 0.02, 0.02, -0.11, -0.51, 0.04, -0.09, -0.34, -0.07, 0.05, -0.26, 0.00, 0.09, -0.11, -0.34, -0.05, 0.04, -0.26, 0.01, 0.08, 0.03, 0.09, 0.14, 0.08, 0.07, 0.07, 0.09, 0.04, 0.03, 0.10, 0.13, 0.10, 0.10, 0.09, 0.08, 0.01, 0.12, 0.12, 0.09, 0.07, 0.11, 0.70, -0.66, -0.13, -0.07, -0.07, -0.09, -0.62, 0.64, 0.10, 0.15, 0.10, 0.10, -0.18, 0.46, -0.20, -0.19, -0.61, 1.26, -0.63, 0.46, -0.20, -0.18, -0.16, 0.01, 0.02, 0.03, 0.05, -0.01, 0.00, 0.03, 0.05, 0.01, -0.01, 0.00, -0.03, -0.01, 0.08, 0.01, 0.02, 0.02, 0.05, 0.02, 0.01, -0.01, 0.05



Density functional theory data (the ωB97M-V functional and the def2-TZVPD basis) for a molecular structure, C29H48BeBrN3P2S.

Element x y z (Å)
N (4.34, -5.76, -3.95)
C (5.05, -5.13, -3.00)
C (4.51, -4.03, -2.29)
C (3.17, -3.60, -2.53)
C (2.45, -4.32, -3.53)
C (3.08, -5.39, -4.21)
C (2.56, -2.55, -1.72)
Be (0.34, -0.35, -0.15)
P (-1.47, -0.02, 1.42)
C (1.26, -2.11, -1.77)
C (0.55, -2.05, -0.47)
C (-0.59, -2.91, -0.22)
C (-0.69, -3.66, 0.96)
C (0.17, -3.42, 2.06)
C (1.01, -2.30, 1.98)
C (1.35, -1.75, 0.72)
Br (0.52, -4.79, 3.25)
H (3.27, -2.19, -0.98)
H (0.72, -2.10, -2.71)
H (5.08, -3.53, -1.51)
H (1.41, -4.10, -3.75)
H (6.07, -5.46, -2.78)
H (2.54, -5.95, -4.98)
H (-1.20, -3.17, -1.08)
H (2.39, -1.43, 0.60)
H (-1.42, -4.49, 1.08)
H (1.54, -1.88, 2.86)
P (-0.41, 0.90, -1.78)
C (-1.34, -0.51, 3.23)
C (-2.66, -0.81, 3.92)
H (-0.83, 0.29, 3.77)
H (-0.72, -1.41, 3.30)
H (-2.58, -1.35, 4.89)
H (-3.23, 0.11, 4.15)
H (-3.26, -1.47, 3.28)
C (-3.27, -0.66, 1.08)
C (-4.46, 0.07, 1.71)
H (-3.25, -1.71, 1.38)
H (-3.45, -0.69, 0.01)
H (-5.44, -0.29, 1.33)
H (-4.56, -0.03, 2.80)
H (-4.41, 1.14, 1.44)
C (-1.86, 1.80, 1.64)
C (-2.67, 2.18, 2.88)
H (-2.39, 2.16, 0.75)
H (-0.92, 2.36, 1.69)
H (-2.78, 3.29, 2.94)
H (-3.69, 1.81, 2.87)
H (-2.18, 1.81, 3.79)
C (-0.57, 2.70, -1.42)
C (-0.75, 3.62, -2.63)
H (0.32, 3.00, -0.85)
H (-1.43, 2.82, -0.75)
H (0.20, 3.86, -3.13)
H (-1.43, 3.18, -3.38)
H (-1.18, 4.58, -2.31)
C (-2.18, 0.47, -1.90)
C (-2.63, -0.81, -2.60)
H (-2.73, 1.36, -2.23)
H (-2.41, 0.39, -0.83)
H (-2.24, -0.86, -3.63)
H (-2.31, -1.71, -2.06)
H (-3.73, -0.78, -2.63)
C (0.11, 0.75, -3.52)
C (1.43, 1.42, -3.90)
H (-0.73, 1.15, -4.12)
H (0.15, -0.32, -3.76)
H (2.28, 0.80, -3.59)
H (1.47, 1.58, -4.99)
H (1.55, 2.39, -3.41)
S (2.04, 1.21, -0.32)
C (1.87, 2.38, 0.98)
N (2.33, 3.64, 0.85)
C (2.34, 4.64, 1.94)
C (2.40, 3.89, 3.26)
C (1.25, 2.91, 3.36)
N (1.22, 2.08, 2.14)
H (2.81, 3.84, -0.02)
H (1.46, 5.29, 1.87)
H (3.23, 5.26, 1.81)
H (2.36, 4.58, 4.10)
H (3.36, 3.35, 3.33)
H (0.29, 3.42, 3.54)
H (1.41, 2.23, 4.21)
H (0.83, 1.15, 2.20)

As for the total charge: +2. The calculation puts the strongest force on any atom at 3.32 eV/A. The HOMO energy comes out at -13.36 eV.

Löwdin charges in e: 0.07, -0.10, 0.00, -0.20, 0.00, -0.11, 0.00, -0.09, 1.08, -0.06, -0.37, 0.01, -0.06, -0.71, -0.12, -0.15, 0.91, 0.11, 0.10, 0.11, 0.10, 0.12, 0.12, 0.12, 0.10, 0.13, 0.14, 0.90, -0.35, -0.14, 0.07, 0.04, 0.10, 0.06, 0.06, -0.33, -0.13, 0.07, 0.05, 0.10, 0.06, 0.07, -0.38, -0.14, 0.07, 0.05, 0.10, 0.04, 0.06, -0.38, -0.11, 0.03, 0.06, 0.07, 0.08, 0.09, -0.40, -0.10, 0.10, -0.01, 0.08, 0.05, 0.09, -0.37, -0.13, 0.10, 0.07, 0.07, 0.10, 0.05, 0.79, -0.68, 0.04, -0.12, -0.16, -0.15, 0.01, 0.14, 0.14, 0.14, 0.13, 0.14, 0.13, 0.14, 0.07



> Which of these has the highest strongest force on any atom?

C29H48BN6ReS2Si2Te



> What is the strongest force on any atom in the third record?

3.32 eV/A